114
Properties=species:S:1:pos:R:3:mulliken_charge:R:1 method="wB97M-V/def2-TZVPD" e_tot_ev=-77769.38453 homo_lumo_gap_ha=0.1831 max_force_ev_per_a=2.28 charge=-1 homo_ev=-3.454
C 6.490 2.353 2.904 -0.79
C 5.676 2.736 1.902 -0.48
C 4.605 1.797 1.424 -0.95
O 3.261 2.383 1.506 -0.46
S 2.952 3.562 0.491 1.48
O 3.715 4.732 0.821 -0.73
O 1.536 3.772 0.510 -0.72
C 3.489 3.031 -1.186 2.03
C 2.332 2.406 -1.972 -1.66
C 1.406 1.400 -1.238 -0.50
C -0.075 1.813 -1.241 -0.77
C -1.022 0.591 -1.242 -0.75
C -1.896 0.528 0.008 -0.91
C -2.905 1.689 0.183 -0.76
C -3.427 2.318 -1.109 -0.52
C -4.454 1.457 -1.837 -0.71
O -5.506 1.100 -0.963 -0.38
C -5.783 -0.284 -0.929 -0.60
O 3.889 4.265 -1.754 -0.41
C 4.061 4.277 -3.158 -0.46
C 5.141 5.335 -3.450 -0.81
O 6.192 5.231 -2.515 -0.34
C 6.221 6.282 -1.565 -0.02
C 7.514 6.241 -0.776 -1.35
C 4.757 2.143 -1.124 -3.08
C 4.903 1.175 0.056 3.56
C 4.021 -0.100 -0.083 -2.26
C 6.371 0.671 0.056 -1.96
C 6.761 -0.035 -1.258 -0.25
C 7.848 -1.086 -1.006 -1.29
C 7.267 -2.471 -0.685 -0.61
C 6.471 -3.019 -1.884 -0.75
O 5.109 -3.213 -1.512 -0.23
C 4.547 -4.421 -2.013 -0.28
C 3.280 -4.676 -1.214 -1.20
H 6.080 1.809 3.752 0.28
H 7.563 2.510 2.900 0.28
H 5.803 3.715 1.447 0.38
H 4.610 0.975 2.141 0.78
H 2.711 1.905 -2.861 0.17
H 1.695 3.231 -2.290 0.73
H 1.464 0.443 -1.756 0.78
H 1.695 1.215 -0.207 -0.05
H -0.279 2.423 -2.123 0.36
H -0.314 2.405 -0.361 0.27
H -1.662 0.602 -2.126 0.26
H -0.463 -0.346 -1.295 0.49
H -1.251 0.527 0.891 0.31
H -2.465 -0.403 0.041 0.46
H -2.530 2.475 0.837 0.41
H -3.775 1.274 0.693 0.47
H -2.630 2.635 -1.782 0.25
H -3.956 3.232 -0.823 0.41
H -4.890 2.065 -2.639 0.38
H -3.985 0.581 -2.295 0.36
H -4.893 -0.911 -1.031 0.28
H -6.245 -0.529 0.026 0.15
H -6.491 -0.580 -1.709 0.34
H 3.138 4.616 -3.634 0.36
H 4.417 3.334 -3.570 0.34
H 4.717 6.338 -3.506 0.40
H 5.580 5.069 -4.416 0.34
H 6.063 7.257 -2.038 0.45
H 5.395 6.147 -0.857 0.15
H 7.785 5.208 -0.563 0.25
H 7.329 6.716 0.188 0.37
H 8.331 6.752 -1.280 0.38
H 4.747 1.535 -2.030 0.66
H 5.655 2.759 -1.170 0.54
H 4.626 -0.988 0.096 0.42
H 3.216 -0.114 0.648 0.39
H 3.619 -0.215 -1.086 0.30
H 7.066 1.495 0.193 0.56
H 6.449 -0.046 0.877 0.66
H 7.207 0.729 -1.900 0.33
H 5.905 -0.425 -1.806 0.38
H 8.561 -1.162 -1.827 0.42
H 8.402 -0.762 -0.120 0.39
H 6.644 -2.426 0.205 0.32
H 8.104 -3.154 -0.535 0.47
H 6.482 -2.289 -2.700 0.33
H 6.932 -3.930 -2.268 0.53
H 5.228 -5.263 -1.867 0.36
H 4.317 -4.267 -3.072 0.28
H 3.552 -4.764 -0.163 0.29
H 2.662 -3.781 -1.281 0.25
H 2.743 -5.552 -1.566 0.40
C -6.689 -2.154 2.603 -0.88
Si -8.170 -3.300 2.296 0.09
C -7.448 -5.018 1.931 -1.05
C -9.004 -2.672 0.709 -0.98
N -9.166 -3.258 3.641 -0.13
Si -10.598 -4.106 3.833 0.12
C -10.391 -5.993 3.783 -1.05
C -11.938 -3.657 2.564 -1.05
C -11.323 -3.697 5.536 -1.02
H -6.015 -2.163 1.737 0.10
H -7.025 -1.128 2.767 0.24
H -6.127 -2.485 3.479 0.31
H -6.633 -4.957 1.198 0.33
H -8.202 -5.692 1.519 0.30
H -7.045 -5.461 2.844 0.26
H -9.520 -1.729 0.900 0.25
H -9.728 -3.393 0.323 0.34
H -8.265 -2.499 -0.085 0.28
H -10.192 -6.350 2.769 0.30
H -11.300 -6.500 4.133 0.35
H -9.566 -6.301 4.428 0.25
H -12.034 -2.572 2.483 0.25
H -12.915 -4.060 2.863 0.35
H -11.710 -4.063 1.576 0.30
H -11.519 -2.626 5.617 0.25
H -10.623 -3.983 6.324 0.25
H -12.266 -4.231 5.706 0.27

***

25
Properties=species:S:1:pos:R:3:nbo_charge:R:1 method="wB97M-V/def2-TZVPD" e_above_lowest_kcal_mol=47.5 e_tot_ev=-11491.83062 homo_lumo_gap_ha=0.4082 max_force_ev_per_a=2.36 charge=+1 homo_ev=-13.579
N -0.684 -1.683 -0.444 -0.89
C 0.372 -1.062 0.417 -0.26
C 0.834 0.226 -0.223 -0.20
N -0.390 1.028 -0.729 -0.39
C -0.179 1.524 -2.125 -0.45
C -0.721 2.142 0.211 -0.43
H -1.545 -1.893 0.032 0.39
H -0.336 -2.503 -0.937 0.39
H -1.186 0.372 -0.795 0.47
H 1.248 -1.713 0.418 0.23
H -0.064 -0.746 1.370 0.22
H 1.516 0.113 -1.072 0.23
H 1.372 0.893 0.495 0.24
H -1.078 1.241 -2.708 0.24
H 0.819 1.327 -2.549 0.25
H -0.014 2.621 -2.263 0.24
H -0.372 3.131 -0.059 0.24
H -0.257 1.846 1.174 0.22
H -1.754 2.265 0.506 0.24
H 3.472 -1.690 1.487 0.47
H 4.807 -1.115 1.070 0.48
O 3.864 -0.909 1.061 -0.95
H -3.004 -2.422 1.522 0.47
H -3.802 -1.473 2.267 0.49
O -2.917 -1.522 1.871 -0.95

***

22
Properties=species:S:1:pos:R:3:nbo_charge:R:1 method="wB97M-V/def2-TZVPD" e_above_lowest_kcal_mol=72.2 e_tot_ev=-11788.97320 homo_lumo_gap_ha=0.2527 max_force_ev_per_a=4.99 charge=+2 homo_ev=-15.635
C -1.383 1.490 0.409 -0.23
C -0.989 -0.022 0.815 -0.41
C 0.407 0.096 1.312 0.22
C -1.097 -1.023 -0.286 0.34
N -0.162 2.177 0.885 -0.40
N 0.644 1.329 1.546 -0.23
N -2.125 -1.213 -1.081 -0.59
N 1.688 -0.374 -0.995 -0.70
N 2.306 -1.625 -1.109 -0.71
H -1.534 1.562 -0.688 0.23
H -2.331 1.898 0.782 0.26
H -1.576 -0.378 1.704 0.33
H 1.047 -0.701 1.575 0.27
H -0.330 -1.840 -0.198 0.27
H -0.424 3.060 1.299 0.43
H 1.516 1.695 1.973 0.48
H -2.919 -0.704 -1.024 0.42
H -2.243 -2.079 -1.644 0.47
H 1.520 -0.047 -2.021 0.39
H 2.392 0.365 -0.666 0.36
H 2.464 -1.948 -2.081 0.39
H 3.129 -1.718 -0.508 0.38

***

31
Properties=species:S:1:pos:R:3:nbo_charge:R:1 method="wB97M-V/def2-TZVPD" e_above_lowest_kcal_mol=42.0 smiles="CCOC(=O)Cc1nnn(CC(=O)OCC)n1" e_tot_ev=-23710.11470 homo_lumo_gap_ha=0.4055 max_force_ev_per_a=1.12 homo_ev=-10.227
C 6.090 1.495 0.380 -0.63
C 5.295 1.536 -0.916 -0.08
O 4.319 0.491 -0.965 -0.50
C 3.161 0.709 -0.345 0.81
O 2.875 1.722 0.233 -0.59
C 2.258 -0.511 -0.469 -0.55
C 0.847 -0.081 -0.599 0.28
N 0.295 0.366 -1.742 -0.26
N -0.917 0.686 -1.466 -0.03
N -1.098 0.448 -0.191 0.01
C -2.344 0.629 0.477 -0.33
C -3.129 -0.688 0.511 0.79
O -2.739 -1.719 0.045 -0.57
O -4.285 -0.506 1.138 -0.50
C -5.160 -1.639 1.235 -0.08
C -5.975 -1.819 -0.036 -0.64
N -0.026 -0.035 0.396 -0.24
H 6.862 2.259 0.358 0.22
H 5.432 1.683 1.225 0.22
H 6.558 0.521 0.505 0.21
H 4.784 2.499 -1.018 0.20
H 5.938 1.361 -1.781 0.19
H 2.365 -1.106 0.439 0.26
H 2.565 -1.091 -1.337 0.26
H -2.164 0.962 1.502 0.25
H -2.927 1.379 -0.063 0.26
H -5.801 -1.422 2.091 0.19
H -4.559 -2.532 1.432 0.20
H -6.667 -2.645 0.092 0.22
H -6.537 -0.914 -0.255 0.21
H -5.316 -2.038 -0.873 0.23